A | Molecular formula: C3H4N2S
Method: DFT, the ωB97M-V functional and the def2-TZVPD basis

Output
- HOMO energy: -9.7 eV
- E_LUMO: 0.1631 eV
- Frontier orbital gap: 9.90 eV
- Charge: 0
- SMILES: SC1C=NN=C1

Atoms and positions in Å:
1 S 0.58294 1.13237 -1.56052
2 C 0.45016 -0.01932 -0.18954
3 C -0.83011 -0.84947 -0.10824
4 N -1.42550 -0.71631 0.98914
5 N -0.74260 0.27458 1.78897
6 C 0.25097 0.69445 1.10833
7 H 0.65520 0.25317 -2.53702
8 H 1.35179 -0.66977 -0.14061
9 H -1.15938 -1.58823 -0.82604
10 H 0.86653 1.48853 1.47552


B | Molecular formula: C3H4N2S
Method: DFT, the ωB97M-V functional and the def2-TZVPD basis

Output
- HOMO energy: -7.9 eV
- E_LUMO: 0.6708 eV
- Frontier orbital gap: 8.58 eV
- Charge: 0

Atoms and positions in Å:
1 C 0.01537 -0.24555 1.96762
2 C -0.73046 0.77943 1.24936
3 C 0.05614 -0.22666 -0.93936
4 N -0.98742 -0.68851 1.31781
5 N 0.63731 -0.51296 -2.05175
6 S -0.22952 1.34306 -0.46357
7 H 1.03856 -0.71270 2.25804
8 H -1.48579 1.44736 1.86636
9 H 0.90766 -1.40154 -2.33258
10 H 0.77814 0.21808 -2.87194


C | Molecular formula: C3H4N2S
Method: DFT, the ωB97M-V functional and the def2-TZVPD basis

Output
- HOMO energy (alpha / beta): -9.2 / -9.2 eV
- E_LUMO (alpha / beta): -2.2872 / -2.3007 eV
- Frontier orbital gap (alpha / beta): 6.90 / 6.91 eV
- Charge: 0

Atoms and positions in Å:
1 C -3.02683 -0.54607 -0.10620
2 C 0.03029 0.37761 0.70450
3 C 0.00606 0.14456 -0.72692
4 N -2.44546 -1.50480 -0.53139
5 N -3.20573 0.60058 0.30975
6 S -0.80351 1.60293 -0.15244
7 H -0.74036 -0.31507 1.40159
8 H 0.96090 0.63876 1.05118
9 H 0.79790 0.24065 -1.43526
10 H -0.60392 -0.69948 -1.09560


Winner for stability: A


A | Molecular formula: C3H9NO2
Method: DFT, the ωB97M-V functional and the def2-TZVPD basis

Output
- HOMO energy (alpha / beta): -14.6 / -14.5 eV
- E_LUMO (alpha / beta): -4.0126 / -9.4403 eV
- Frontier orbital gap (alpha / beta): 10.57 / 5.06 eV
- Charge: +1
- Spin multiplicity: 2

Atoms and positions in Å:
1 C 1.48235 0.44425 1.29869
2 C 1.52740 -0.45879 0.15743
3 O 0.97084 -1.65704 0.52591
4 O 1.99636 -0.25885 -0.92986
5 H 2.18836 1.25183 1.38659
6 H 1.31204 -0.22532 2.18029
7 H 0.51981 0.95230 1.30211
8 C -1.40950 0.86635 -0.53467
9 N -1.43562 -0.58808 -0.83890
10 H 0.73521 -2.27183 -0.18315
11 H -2.34875 -1.02710 -0.69851
12 H -1.26805 -0.61171 -1.84244
13 H -0.37669 1.17567 -0.34779
14 H -2.22255 1.16439 0.14123
15 H -1.67121 1.24393 -1.61692


B | Molecular formula: C3H9NO2
Method: DFT, the ωB97M-V functional and the def2-TZVPD basis

Output
- HOMO energy (alpha / beta): -14.6 / -14.6 eV
- E_LUMO (alpha / beta): -4.1305 / -9.3519 eV
- Frontier orbital gap (alpha / beta): 10.44 / 5.22 eV
- Charge: +1
- Spin multiplicity: 2

Atoms and positions in Å:
1 C -1.69851 2.00679 0.01124
2 C -0.32024 1.85942 -0.62263
3 N 0.29650 0.53250 -0.52596
4 C -0.30589 -0.80102 -0.36386
5 O 0.13702 2.70731 -1.31214
6 H -2.05755 1.02328 0.30079
7 H -1.58479 2.66599 0.88905
8 H -2.41549 2.54607 -0.59707
9 H 1.09828 0.53575 -1.16962
10 H -0.86982 -1.03521 -1.28169
11 H -0.98371 -0.75392 0.49035
12 H 0.49140 -1.51875 -0.17215
13 H 3.23978 -3.37753 1.98343
14 H 2.49555 -2.79421 0.92906
15 O 2.47747 -3.59645 1.44121


Winner for stability: B